Record 1
C3H10N3 | wB97M-V/def2-TZVPD

Summary:
**Multiplicity**: 3
**Net charge**: +1
**Kohn-Sham gap (spin up / spin down)**: 5.7 / 8.1 eV
**ΔE to the lowest compared entry with this formula, charge and spin**: 61.5 kcal/mol

```
16
Properties=species:S:1:pos:R:3:forces:R:3
C -2.71243 0.17275 0.52364 -8.5 2.5 7.2
C 1.05787 -1.07643 0.67836 1.9 -3.5 1.9
C 1.57214 0.87400 -0.50887 1.4 -0.3 2.1
N -3.51924 0.47765 1.48127 -0.6 0.0 -2.8
N 0.60294 -0.19634 -0.34466 -2.1 1.4 -3.7
N -1.90115 -0.03048 -0.27949 7.8 -1.8 -7.0
H 2.22014 -1.13365 0.64920 -2.0 0.0 -0.1
H 0.82996 -0.65369 1.68082 -0.1 -0.1 -0.8
H 0.72018 -2.19676 0.68041 0.1 2.4 -0.4
H 1.70351 1.32655 0.55168 -0.1 -0.2 -2.1
H 2.47238 0.24956 -0.73745 -0.1 1.6 -0.3
H 1.18853 1.51584 -1.29173 0.6 0.5 0.1
H -3.60587 0.07174 2.40661 0.2 0.0 1.1
H -4.33588 0.94454 1.03827 -0.2 -0.1 1.7
H 0.44001 -0.48054 -1.39626 0.5 -0.8 2.8
H -0.43329 0.22260 -0.21766 1.1 -1.7 0.4
```
Forces are in eV/Å.

Record 2
C4H5NO | wB97M-V/def2-TZVPD

Summary:
**Multiplicity**: 1
**Kohn-Sham gap (spin up / spin down)**: 7.0 / 9.1 eV
**ΔE to the lowest compared entry with this formula, charge and spin**: 125.6 kcal/mol

```
11
Properties=species:S:1:pos:R:3:forces:R:3
N 2.34041 0.99477 0.26459 -0.1 0.1 0.2
C 1.42592 0.25758 0.26326 -0.4 -1.1 -0.4
C 0.70212 -1.08842 -0.24783 0.8 0.2 -0.3
C -0.12972 -0.14246 0.45860 -0.8 1.1 0.0
C -1.28706 0.78685 -0.21401 1.7 0.0 0.0
O -2.25721 0.05108 0.25160 -0.6 -0.5 0.2
H 0.93063 -2.06929 0.17438 0.2 0.4 0.1
H 0.83029 -1.01544 -1.32650 -0.4 -0.1 0.1
H -0.27101 -0.36655 1.51652 -0.2 0.2 -0.3
H -1.16183 1.81437 0.17568 -0.1 -0.2 0.0
H -1.12255 0.77751 -1.31629 0.0 -0.1 0.4
```
Forces are in eV/Å.

Q: What is the ΔE to the lowest compared entry with this formula, charge and spin in the second record?
A: 125.6 kcal/mol